The molecule C7H10 at a distorted geometry, computed with ωB97M-V/def2-TZVPD.

CARTESIAN COORDINATES (ANGSTROEM)
C  0.27594  1.69275  0.22385
C  -0.71182  2.00898  1.03871
C  -0.11212  0.91932  -2.11210
C  0.17191  0.64805  -0.84027
C  0.35598  -0.77153  -0.41880
C  -0.13001  -1.30785  0.69387
C  0.17395  -2.70972  1.17431
H  1.28363  2.09766  0.31520
H  -0.56337  2.72903  1.82731
H  -1.73029  1.66238  0.90854
H  -0.04435  1.84917  -2.66513
H  -0.22996  0.05105  -2.75095
H  0.95429  -1.38009  -1.08862
H  -0.80679  -0.72668  1.30263
H  1.18966  -2.73923  1.55449
H  -0.59770  -3.06931  1.85096
H  0.10013  -3.39419  0.32256

HOMO level = -0.323 Ha
structure (SMILES) = C=CC(=C)/C=C/C

Results of the Löwdin charge analysis, in e, for atoms 1 through 5: number 1, C, carries -0.15; number 2, C, carries 0.00; number 3, C, carries 0.05; number 4, C, carries -0.33; number 5, C, carries -0.09

The molecule C6H15NO at a distorted geometry, computed with ωB97M-V/def2-TZVPD.

CARTESIAN COORDINATES (ANGSTROEM)
C  0.72113  -0.28164  0.28594
C  -1.68556  0.08248  -0.53867
C  0.29986  1.26480  -1.57122
C  2.18699  -0.76631  -0.41585
C  0.25705  -1.46514  1.13857
C  -2.22452  0.70403  0.73585
N  -0.09844  0.08688  -0.80874
O  0.98997  0.81514  1.13039
H  1.54741  0.50196  1.85978
H  -2.12911  0.59320  -1.40020
H  -2.03059  -0.95153  -0.62735
H  1.34641  1.56508  -1.47076
H  -0.26593  2.16712  -1.31760
H  0.14059  1.05468  -2.63413
H  2.97157  -0.68066  0.34162
H  2.53981  -0.16666  -1.25641
H  2.12405  -1.80272  -0.75688
H  -0.45425  -1.15932  1.90938
H  1.10350  -1.90178  1.68131
H  -0.18085  -2.25334  0.52164
H  -1.66159  1.59060  1.03897
H  -2.23140  -0.01712  1.55764
H  -3.26609  1.02024  0.59672

HOMO level = -0.311 Ha
structure (SMILES) = CCN(C)C(C)(C)O

Results of the Löwdin charge analysis, in e, for atoms 1 through 5: number 1, C, carries -0.61; number 2, C, carries -0.17; number 3, C, carries -0.10; number 4, C, carries 0.00; number 5, C, carries -0.03

A cluster of 2 separate species, C6H9N in total, computed with ωB97M-V/def2-TZVPD.

CARTESIAN COORDINATES (ANGSTROEM)
C  -2.57801  -1.56715  0.59742
C  -1.80511  -0.90491  -0.23448
C  -0.97204  -0.04810  -0.67000
C  -0.16153  0.95410  -0.33568
N  1.17376  0.83411  0.04065
C  2.17653  1.03725  -0.99020
C  1.93750  -0.30822  -0.39462
H  -3.55335  -1.17552  0.86649
H  -1.43473  0.03067  1.93302
H  -2.23313  -2.46424  1.09961
H  -0.51908  1.98100  -0.31801
H  -0.92481  0.55143  1.76619
H  3.04270  1.62711  -0.70483
H  1.79015  1.20804  -1.99323
H  1.41790  -1.05300  -0.99619
H  2.64326  -0.70258  0.33386

HOMO level = -0.307 Ha
structure (SMILES) = C=C=C=CN1CC1.[H][H]

Results of the Löwdin charge analysis, in e, for atoms 1 through 5: number 1, C, carries -0.04; number 2, C, carries -0.16; number 3, C, carries -0.06; number 4, C, carries -0.19; number 5, N, carries -0.10

A structure of composition C25H21N5O4SeTi, computed with ωB97M-V/def2-TZVPD.

CARTESIAN COORDINATES (ANGSTROEM)
Ti  0.71167  -0.28315  0.66934
C  -2.46190  1.73929  -0.44553
N  -2.00016  0.49026  0.17092
C  -2.36811  0.49809  1.58424
C  -1.44139  1.44322  2.29938
C  -1.88879  2.33390  3.26087
C  -0.99203  3.22482  3.82705
C  0.32650  3.20484  3.40431
C  0.70523  2.26777  2.46060
N  -0.16083  1.40043  1.92372
C  -2.54650  -0.65210  -0.55697
C  -1.65121  -1.09962  -1.68253
C  -2.22099  -1.55199  -2.86374
C  -1.41184  -2.06503  -3.86121
C  -0.04711  -2.10056  -3.64655
C  0.44518  -1.59970  -2.45399
N  -0.32743  -1.10452  -1.48641
C  -1.86513  1.97876  -1.80658
C  -2.64958  2.21627  -2.92670
C  -2.01493  2.44153  -4.13963
C  -0.63169  2.41659  -4.18401
C  0.06410  2.17456  -3.00643
N  -0.53826  1.96979  -1.84279
H  -2.19555  2.57482  0.20692
H  -3.56026  1.72590  -0.51867
H  -2.25918  -0.51273  1.97685
H  -3.40526  0.82249  1.74630
H  -2.93368  2.33144  3.54066
H  -1.32147  3.93363  4.57549
H  1.06294  3.88953  3.79886
H  1.72706  2.17870  2.12199
H  -3.53945  -0.42317  -0.96572
H  -2.65347  -1.49405  0.12653
H  -3.29516  -1.50014  -2.98418
H  -1.83977  -2.42690  -4.78723
H  0.63771  -2.49343  -4.38481
H  1.50901  -1.55816  -2.25407
H  -3.72951  2.20789  -2.84827
H  -2.59246  2.62447  -5.03681
H  -0.09512  2.57977  -5.10887
H  1.14855  2.13096  -2.98053
O  -1.24666  -3.85728  0.33653
C  -0.42638  -3.01766  0.64169
O  -0.65970  -1.82114  1.09330
C  1.07087  -3.28432  0.63561
C  1.74702  -4.49463  0.65150
C  3.08426  -4.47479  1.03292
C  3.67794  -3.29454  1.48508
C  2.92425  -2.14105  1.43060
N  1.71292  -2.16609  0.90393
C  3.12190  -0.81016  2.14051
O  4.15716  -0.48061  2.65720
O  1.97290  -0.16844  2.20552
H  1.22165  -5.41153  0.42602
H  3.64774  -5.39849  1.06128
H  4.66880  -3.27693  1.91591
Se  2.35916  0.48748  -0.71830

HOMO level (alpha / beta) = -0.267 / -0.267 Ha

Results of the Löwdin charge analysis, in e, for atoms 1 through 5: number 1, Ti, carries 0.73; number 2, C, carries -0.12; number 3, N, carries -0.16; number 4, C, carries -0.13; number 5, C, carries -0.25

Number 2 is which compound? C6H15NO

What did the first record say?
The molecule C7H10 at a distorted geometry, computed with ωB97M-V/def2-TZVPD.

CARTESIAN COORDINATES (ANGSTROEM)
C  0.27594  1.69275  0.22385
C  -0.71182  2.00898  1.03871
C  -0.11212  0.91932  -2.11210
C  0.17191  0.64805  -0.84027
C  0.35598  -0.77153  -0.41880
C  -0.13001  -1.30785  0.69387
C  0.17395  -2.70972  1.17431
H  1.28363  2.09766  0.31520
H  -0.56337  2.72903  1.82731
H  -1.73029  1.66238  0.90854
H  -0.04435  1.84917  -2.66513
H  -0.22996  0.05105  -2.75095
H  0.95429  -1.38009  -1.08862
H  -0.80679  -0.72668  1.30263
H  1.18966  -2.73923  1.55449
H  -0.59770  -3.06931  1.85096
H  0.10013  -3.39419  0.32256

HOMO level = -0.323 Ha
structure (SMILES) = C=CC(=C)/C=C/C

Results of the Löwdin charge analysis, in e, for atoms 1 through 5: number 1, C, carries -0.15; number 2, C, carries 0.00; number 3, C, carries 0.05; number 4, C, carries -0.33; number 5, C, carries -0.09